{
  "formula": "C4H5N3O",
  "method": "the ωB97M-V functional and the def2-TZVPD basis",
  "symbols": ["H", "N", "C", "C", "N", "N", "C", "C", "O", "H", "H", "H", "H"],
  "positions_angstrom": [[-1.391, -0.100, 0.341], [-1.132, -0.885, 0.930], [0.126, -0.773, 1.044], [0.749, -1.626, 2.022], [1.495, -2.277, 2.698], [0.898, 0.377, 0.581], [0.625, 0.522, -0.974], [-0.873, 0.813, -1.308], [1.499, 0.911, -1.664], [1.894, 0.446, 0.653], [-1.122, 1.256, -2.256], [-1.320, 1.380, -0.492], [-1.448, -0.045, -1.575]],
  "e_homo_ev": -10.6656,
  "de_lowest_kcal_mol": 72.69,
  "lumo_energy_ev": -0.066,
  "gap_ev": 10.60,
  "energy_ev": -10744.46267
}